[1]
{"formula": "C36H44N9P2SbSe2TeW", "method": "wB97M-V/def2-TZVPD", "e_tot_ev": -216382.1951, "charge": -2, "orbital_gap_ev": [4.85, 4.85], "relative_energy_kcal_mol": 65.5, "multiplicity": 3, "elements": ["W", "N", "C", "N", "C", "N", "N", "C", "N", "C", "C", "C", "C", "C", "N", "H", "H", "H", "H", "H", "H", "H", "H", "Se", "P", "Se", "C", "C", "C", "C", "C", "C", "C", "C", "C", "C", "C", "C", "H", "H", "H", "H", "H", "H", "H", "H", "H", "H", "Te", "C", "Sb", "C", "C", "H", "H", "H", "H", "H", "H", "H", "H", "H", "C", "C", "C", "C", "C", "C", "C", "H", "H", "H", "H", "H", "C", "N", "C", "N", "C", "N", "C", "P", "C", "C", "H", "H", "H", "H", "H", "H", "H", "H", "H", "H", "H", "H"], "positions_angstrom": [[1.141, -0.560, -0.085], [1.838, -1.704, -3.368], [2.670, -0.684, -3.059], [3.684, -0.454, -3.883], [4.464, 0.580, -3.537], [5.541, 0.828, -4.351], [4.249, 1.417, -2.549], [3.233, 1.098, -1.723], [2.406, -0.001, -1.929], [2.988, 1.900, -0.592], [3.805, 3.021, -0.313], [3.697, 3.673, 0.876], [2.738, 3.205, 1.808], [1.910, 2.180, 1.449], [1.949, 1.522, 0.267], [1.965, -2.101, -4.283], [0.872, -1.608, -3.001], [5.872, 0.018, -4.849], [6.250, 1.401, -3.921], [4.514, 3.300, -1.076], [4.318, 4.527, 1.116], [2.660, 3.641, 2.791], [1.128, 1.873, 2.140], [-0.714, -0.103, 1.423], [1.782, -0.425, 3.314], [3.412, -1.126, 0.651], [1.037, 0.360, 4.798], [1.919, 0.909, 5.729], [1.448, 1.507, 6.882], [0.083, 1.575, 7.121], [-0.802, 1.063, 6.185], [-0.332, 0.464, 5.030], [1.397, -2.164, 3.701], [0.101, -2.644, 3.897], [-0.098, -3.953, 4.287], [0.982, -4.797, 4.495], [2.268, -4.340, 4.248], [2.478, -3.037, 3.841], [2.983, 0.851, 5.533], [2.148, 1.913, 7.601], [-0.289, 2.025, 8.034], [-1.869, 1.118, 6.363], [-1.023, 0.107, 4.280], [-0.745, -1.999, 3.710], [-1.104, -4.321, 4.441], [0.818, -5.815, 4.831], [3.113, -5.002, 4.381], [3.471, -2.676, 3.617], [0.861, -3.125, -0.393], [-2.638, 3.240, -1.412], [-0.728, 2.644, -0.515], [0.168, 4.524, -1.155], [-1.210, 3.515, 1.426], [-2.753, 4.316, -1.344], [-3.466, 2.754, -0.908], [-2.640, 2.948, -2.458], [-0.392, 5.358, -0.746], [0.138, 4.581, -2.237], [1.199, 4.598, -0.827], [-1.992, 4.262, 1.308], [-0.315, 3.982, 1.833], [-1.544, 2.724, 2.093], [-0.264, -0.454, -1.811], [-0.536, 0.320, -2.995], [-1.449, -0.018, -4.030], [-1.670, 0.770, -5.132], [-0.963, 1.950, -5.321], [0.013, 2.272, -4.391], [0.227, 1.496, -3.275], [-1.987, -0.951, -3.966], [-2.394, 0.446, -5.874], [-1.143, 2.575, -6.186], [0.630, 3.151, -4.533], [1.050, 1.787, -2.627], [-4.224, -2.389, -2.759], [-4.288, -1.437, -1.664], [-4.609, -2.154, -0.446], [-3.661, -3.215, -0.178], [-3.657, -4.140, -1.292], [-3.316, -3.510, -2.556], [-1.917, -3.140, -2.579], [-1.421, -1.794, -1.345], [-3.021, -0.738, -1.499], [-2.344, -2.737, 0.114], [-3.946, -1.860, -3.675], [-5.231, -2.812, -2.894], [-5.610, -2.597, -0.551], [-4.610, -1.451, 0.393], [-4.664, -4.569, -1.388], [-2.940, -4.938, -1.086], [-1.643, -2.850, -3.601], [-1.322, -4.026, -2.318], [-2.947, 0.002, -2.299], [-3.060, -0.178, -0.551], [-2.399, -2.081, 0.983], [-1.725, -3.610, 0.347]]}


[2]
{"formula": "C36H45As2FeN3S4Si3", "method": "wB97M-V/def2-TZVPD", "e_tot_ev": -265577.0776, "charge": -2, "orbital_gap_ev": [4.52, 5.85], "relative_energy_kcal_mol": 62.5, "multiplicity": 5, "elements": ["Fe", "C", "C", "N", "C", "C", "C", "C", "C", "C", "C", "C", "C", "N", "C", "H", "H", "H", "H", "H", "H", "H", "H", "C", "C", "C", "C", "C", "C", "C", "C", "C", "C", "C", "C", "C", "C", "C", "N", "H", "H", "H", "H", "H", "H", "H", "H", "H", "H", "S", "As", "S", "S", "S", "C", "Si", "C", "C", "As", "Si", "C", "C", "C", "Si", "C", "C", "C", "H", "H", "H", "H", "H", "H", "H", "H", "H", "H", "H", "H", "H", "H", "H", "H", "H", "H", "H", "H", "H", "H", "H", "H", "H", "H", "H"], "positions_angstrom": [[0.415, 0.021, 0.150], [-1.553, 1.125, 3.811], [-1.201, 1.044, 2.467], [-0.190, 0.312, 2.027], [0.533, -0.423, 2.934], [0.252, -0.371, 4.327], [-0.803, 0.410, 4.746], [1.092, -1.165, 5.187], [2.083, -1.930, 4.686], [2.349, -2.019, 3.261], [3.320, -2.811, 2.698], [3.438, -2.828, 1.283], [2.584, -2.055, 0.532], [1.660, -1.236, 1.037], [1.525, -1.229, 2.411], [-2.400, 1.731, 4.096], [-1.758, 1.596, 1.722], [-1.048, 0.449, 5.802], [0.904, -1.142, 6.255], [2.705, -2.521, 5.349], [3.964, -3.421, 3.322], [4.157, -3.462, 0.784], [2.641, -2.077, -0.543], [3.986, 2.260, 1.174], [3.456, 3.544, 1.200], [2.143, 3.751, 0.820], [1.345, 2.681, 0.383], [1.851, 1.367, 0.421], [3.174, 1.188, 0.814], [0.006, 2.850, -0.147], [-0.535, 4.105, -0.408], [-1.808, 4.248, -0.906], [-2.603, 3.072, -1.076], [-3.936, 3.144, -1.495], [-4.729, 2.015, -1.608], [-4.182, 0.782, -1.285], [-2.858, 0.682, -0.886], [-2.018, 1.800, -0.790], [-0.683, 1.677, -0.426], [5.017, 2.085, 1.461], [4.063, 4.382, 1.526], [1.736, 4.753, 0.865], [3.599, 0.193, 0.864], [0.076, 4.980, -0.231], [-2.227, 5.220, -1.137], [-4.342, 4.125, -1.720], [-5.760, 2.093, -1.930], [-4.776, -0.121, -1.346], [-2.484, -0.300, -0.654], [-6.229, -3.503, 0.869], [-4.786, -3.130, -0.604], [-1.062, -1.902, 0.000], [-0.154, -3.644, 0.050], [-5.312, -3.977, -2.454], [3.348, -1.567, -4.909], [2.820, -1.542, -3.097], [2.438, -3.341, -2.689], [4.360, -0.911, -2.197], [0.991, -0.197, -2.381], [1.571, 1.859, -3.451], [2.320, 1.678, -5.180], [2.930, 2.746, -2.509], [0.069, 2.955, -3.670], [-0.728, -1.024, -3.869], [-0.038, -1.448, -5.580], [-2.032, 0.293, -4.177], [-1.499, -2.617, -3.294], [4.194, -2.265, -4.920], [3.702, -0.609, -5.282], [2.592, -1.949, -5.591], [3.296, -3.807, -2.195], [2.243, -3.890, -3.614], [1.579, -3.467, -2.028], [5.011, -1.746, -1.925], [4.132, -0.354, -1.288], [4.921, -0.247, -2.861], [3.379, 1.427, -5.123], [2.243, 2.674, -5.632], [1.831, 0.970, -5.846], [3.714, 2.058, -2.186], [2.571, 3.264, -1.622], [3.374, 3.478, -3.192], [-0.485, 2.675, -4.567], [0.416, 3.987, -3.789], [-0.615, 2.930, -2.825], [0.643, -0.718, -6.012], [-0.914, -1.519, -6.234], [0.449, -2.424, -5.578], [-1.778, 0.870, -5.069], [-2.190, 0.983, -3.351], [-2.979, -0.224, -4.358], [-0.760, -3.409, -3.161], [-2.203, -2.922, -4.076], [-2.067, -2.536, -2.370]]}